17 unconnected molecules or ions with the total composition C60H148N6O17. Source: OMol25; level of theory: ωB97M-V/def2-TZVPD.

The calculation puts the energy above the lowest of the compared OMol25 structures with the same formula, charge and spin at 147.9 kcal per mole. Its HOMO-LUMO gap is 0.2875 Eh.

Bonds (Å) are listed after each position.
Atoms and positions in Å:
1 C 0.30801 5.17142 -6.97378  O2 1.471, H3 1.090, H4 1.090, H5 1.090
2 O 0.90124 6.51563 -7.04081  C1 1.471, H6 0.960
3 H -0.12831 4.74921 -7.87902  C1 1.090
4 H 1.08483 4.45511 -6.70629  C1 1.090
5 H -0.46801 5.03657 -6.22031  C1 1.090
6 H 1.32401 6.70920 -6.20094  O2 0.960
7 C 1.85934 -5.48710 5.46739  O8 1.360, H9 1.090, H10 1.090, H11 1.090
8 O 2.33307 -6.44453 4.62614  C7 1.360, H12 0.960
9 H 0.86938 -5.17017 5.13933  C7 1.090
10 H 1.66527 -5.80883 6.49059  C7 1.090
11 H 2.49002 -4.61327 5.63098  C7 1.090
12 H 1.65785 -6.88944 4.10873  O8 0.960
13 C -7.27380 1.20536 -8.92019  O14 1.418, H15 1.090, H16 1.090, H17 1.090
14 O -6.87168 -0.13567 -9.14740  C13 1.418, H18 0.960
15 H -8.36031 1.24521 -8.99769  C13 1.090
16 H -6.87330 1.62027 -7.99523  C13 1.090
17 H -6.88079 1.90047 -9.66212  C13 1.090
18 H -7.40669 -0.68943 -8.57406  O14 0.960
19 C 5.58713 -10.11357 -0.47919  O20 1.335, H21 1.090, H22 1.090, H23 1.090
20 O 5.90168 -9.79362 -1.73682  C19 1.335, H24 0.960
21 H 4.74213 -9.48845 -0.19059  C19 1.090
22 H 5.18856 -11.11464 -0.31455  C19 1.090
23 H 6.25986 -9.90368 0.35236  C19 1.090
24 H 6.35094 -10.60229 -1.99336  O20 0.960
25 C -5.61001 -7.72762 0.08319  O26 1.413, H27 1.090, H28 1.090, H29 1.090
26 O -6.18776 -8.96861 -0.26865  C25 1.413, H30 0.960
27 H -4.76798 -7.45903 -0.55473  C25 1.090
28 H -6.44855 -7.03130 0.07345  C25 1.090
29 H -5.36658 -7.59544 1.13741  C25 1.090
30 H -5.58886 -9.69465 -0.07950  O26 0.960
31 C -4.89662 -5.79095 -6.12892  O32 1.370, H33 1.090, H34 1.090, H35 1.090
32 O -5.66619 -6.49435 -7.01715  C31 1.370, H36 0.960
33 H -4.34053 -5.08357 -6.74413  C31 1.090
34 H -5.60872 -5.32920 -5.44497  C31 1.090
35 H -4.26836 -6.36020 -5.44383  C31 1.090
36 H -5.68231 -5.96106 -7.81523  O32 0.960
37 O 4.81563 -10.38408 -7.28815  H38 0.957, H39 0.957
38 H 4.95439 -10.38085 -6.34107  O37 0.957
39 H 5.22294 -9.57333 -7.59314  O37 0.957
40 O -7.83432 5.44432 -3.66330  H41 0.957, H42 0.957
41 H -8.46262 5.98449 -3.18404  O40 0.957
42 H -7.84088 4.60430 -3.20442  O40 0.957
43 O 4.14646 5.39586 -3.72194  H44 0.957, H45 0.957
44 H 4.28940 4.64024 -3.15199  O43 0.957
45 H 4.55669 5.15169 -4.55159  O43 0.957
46 O -0.40661 -9.99153 1.43706  H47 0.957, H48 0.957
47 H -0.18216 -9.98856 0.50655  O46 0.957
48 H -1.10695 -10.63960 1.51293  O46 0.957
49 O 6.81199 -0.79850 -8.44053  H50 0.957, H51 0.957
50 H 7.22192 -0.28197 -9.13433  O49 0.957
51 H 6.33576 -0.15707 -7.91326  O49 0.957
52 C -8.01216 -3.91283 6.57070  C53 1.488, H63 1.090, H64 1.090, H65 1.090
53 C -7.15077 -2.84908 7.15311  C52 1.488, C54 1.557, N58 1.494, C62 1.613
54 C -6.27909 -2.32462 5.97405  C53 1.557, C55 1.478, H66 1.090, H67 1.090
55 C -5.49620 -1.14033 6.38430  C54 1.478, C56 1.509, H68 1.090, H69 1.090
56 C -6.37826 -0.04682 6.93450  C55 1.509, C57 1.545, H70 1.090, H71 1.090
57 C -7.27691 -0.52165 8.09792  C56 1.545, N58 1.420, C60 1.573, C61 1.537
58 N -7.94597 -1.71150 7.70700  C53 1.494, C57 1.420, O59 1.347
59 O -8.85770 -2.12076 8.61055  N58 1.347, H81 0.960
60 C -6.36032 -0.61737 9.37292  C57 1.573, H72 1.090, H73 1.090, H74 1.090
61 C -8.25066 0.63173 8.38781  C57 1.537, H75 1.090, H76 1.090, H77 1.090
62 C -6.30943 -3.66731 8.25896  C53 1.613, H78 1.090, H79 1.090, H80 1.090
63 H -8.67939 -3.44501 5.84679  C52 1.090
64 H -8.54601 -4.47848 7.33435  C52 1.090
65 H -7.53696 -4.59886 5.86952  C52 1.090
66 H -5.65960 -3.14449 5.61053  C54 1.090
67 H -6.87486 -2.10986 5.08690  C54 1.090
68 H -4.88626 -0.76241 5.56379  C55 1.090
69 H -4.75308 -1.44980 7.11922  C55 1.090
70 H -7.01409 0.21825 6.08978  C56 1.090
71 H -5.86901 0.88865 7.16617  C56 1.090
72 H -5.57276 -1.36828 9.30994  C60 1.090
73 H -5.93845 0.35326 9.63371  C60 1.090
74 H -6.96025 -0.85724 10.25079  C60 1.090
75 H -7.64169 1.50268 8.63011  C61 1.090
76 H -8.83341 0.86661 7.49712  C61 1.090
77 H -8.89347 0.46196 9.25157  C61 1.090
78 H -5.48347 -3.24582 8.83189  C62 1.090
79 H -5.88697 -4.56354 7.80465  C62 1.090
80 H -6.88057 -4.08726 9.08693  C62 1.090
81 H -9.67013 -2.16823 8.10133  O59 0.960
82 C 9.69064 -1.05924 8.24267  C83 1.524, H93 1.090, H94 1.090, H95 1.090
83 C 10.13420 -2.27588 7.44007  C82 1.524, C84 1.551, N88 1.536, C92 1.541
84 C 9.44049 -3.47689 8.13485  C83 1.551, C85 1.460, H96 1.090, H97 1.090
85 C 9.34029 -4.69766 7.34122  C84 1.460, C86 1.585, H98 1.090, H99 1.090
86 C 8.66971 -4.45659 5.92555  C85 1.585, C87 1.582, H100 1.090, H101 1.090
87 C 9.35898 -3.31032 5.08128  C86 1.582, N88 1.504, C90 1.469, C91 1.534
88 N 9.52582 -2.15875 6.03478  C83 1.536, C87 1.504, O89 1.405
89 O 9.89091 -1.00560 5.31996  N88 1.405, H111 0.960
90 C 10.61362 -3.81532 4.50821  C87 1.469, H102 1.090, H103 1.090, H104 1.090
91 C 8.28355 -2.99778 4.03311  C87 1.534, H105 1.090, H106 1.090, H107 1.090
92 C 11.67037 -2.40209 7.43582  C83 1.541, H108 1.090, H109 1.090, H110 1.090
93 H 8.63095 -0.82712 8.13644  C82 1.090
94 H 10.01864 -0.07094 7.92055  C82 1.090
95 H 9.73982 -1.12839 9.32936  C82 1.090
96 H 9.89754 -3.59462 9.11737  C84 1.090
97 H 8.46024 -3.18121 8.50872  C84 1.090
98 H 8.75078 -5.42240 7.90276  C85 1.090
99 H 10.32009 -5.14362 7.17029  C85 1.090
100 H 7.58696 -4.36760 6.01408  C86 1.090
101 H 8.74282 -5.41862 5.41835  C86 1.090
102 H 11.20940 -4.28618 5.29016  C90 1.090
103 H 10.46827 -4.68978 3.87394  C90 1.090
104 H 11.15574 -2.97051 4.08337  C90 1.090
105 H 8.06456 -3.90854 3.47572  C91 1.090
106 H 7.48240 -2.46278 4.54304  C91 1.090
107 H 8.70983 -2.34779 3.26898  C91 1.090
108 H 12.00879 -1.37772 7.59149  C92 1.090
109 H 12.02516 -2.77816 6.47623  C92 1.090
110 H 12.24524 -2.93669 8.19201  C92 1.090
111 H 9.04449 -0.55385 5.35293  O89 0.960
112 C 2.23386 -2.43004 -2.59446  C113 1.543, H123 1.090, H124 1.090, H125 1.090
113 C 0.91076 -3.04133 -3.10030  C112 1.543, C114 1.614, N118 1.480, C122 1.581
114 C 0.20055 -4.00485 -2.01826  C113 1.614, C115 1.541, H126 1.090, H127 1.090
115 C -0.55812 -3.15769 -0.97765  C114 1.541, C116 1.518, H128 1.090, H129 1.090
116 C -1.54222 -2.25601 -1.70078  C115 1.518, C117 1.553, H130 1.090, H131 1.090
117 C -0.91488 -1.26542 -2.71922  C116 1.553, N118 1.523, C120 1.577, C121 1.505
118 N -0.08474 -2.10954 -3.67677  C113 1.480, C117 1.523, O119 1.453
119 O 0.52342 -1.34338 -4.75070  N118 1.453, H141 0.960
120 C -2.10895 -0.79638 -3.63605  C117 1.577, H132 1.090, H133 1.090, H134 1.090
121 C -0.25406 -0.04005 -2.14870  C117 1.505, H135 1.090, H136 1.090, H137 1.090
122 C 1.27146 -4.05594 -4.25783  C113 1.581, H138 1.090, H139 1.090, H140 1.090
123 H 2.65664 -1.93706 -3.46986  C112 1.090
124 H 2.94888 -3.21000 -2.33273  C112 1.090
125 H 2.18234 -1.69791 -1.78858  C112 1.090
126 H -0.43767 -4.75792 -2.48048  C114 1.090
127 H 0.97931 -4.55866 -1.49391  C114 1.090
128 H 0.14875 -2.52772 -0.43767  C115 1.090
129 H -0.96293 -3.57593 -0.05608  C115 1.090
130 H -1.83152 -1.58290 -0.89373  C116 1.090
131 H -2.43196 -2.79007 -2.03431  C116 1.090
132 H -2.46527 -1.51607 -4.37307  C120 1.090
133 H -2.89784 -0.45245 -2.96713  C120 1.090
134 H -1.75926 -0.09218 -4.39099  C120 1.090
135 H 0.41077 0.42801 -2.87467  C121 1.090
136 H -0.81209 0.70503 -1.58164  C121 1.090
137 H 0.43601 -0.40680 -1.38883  C121 1.090
138 H 1.72349 -3.61551 -5.14654  C122 1.090
139 H 0.49558 -4.61866 -4.77691  C122 1.090
140 H 1.91247 -4.79599 -3.77873  C122 1.090
141 H 0.13906 -1.89261 -5.43787  O119 0.960
142 C -4.76926 8.21357 0.23949  C143 1.548, H153 1.090, H154 1.090, H155 1.090
143 C -5.83537 8.45362 1.33551  C142 1.548, C144 1.592, N148 1.479, C152 1.630
144 C -6.76354 9.57762 0.69498  C143 1.592, C145 1.489, H156 1.090, H157 1.090
145 C -8.08876 9.73705 1.35439  C144 1.489, C146 1.502, H158 1.090, H159 1.090
146 C -8.82444 8.42839 1.39498  C145 1.502, C147 1.564, H160 1.090, H161 1.090
147 C -7.96728 7.24864 1.96031  C146 1.564, N148 1.462, C150 1.555, C151 1.573
148 N -6.64577 7.21660 1.33477  C143 1.479, C147 1.462, O149 1.360
149 O -5.96104 6.10162 1.70575  N148 1.360, H171 0.960
150 C -8.07696 7.51544 3.48817  C147 1.555, H162 1.090, H163 1.090, H164 1.090
151 C -8.75717 5.92991 1.62674  C147 1.573, H165 1.090, H166 1.090, H167 1.090
152 C -5.17928 8.92698 2.75000  C143 1.630, H168 1.090, H169 1.090, H170 1.090
153 H -4.01762 7.61192 0.75051  C142 1.090
154 H -4.31559 9.15479 -0.07098  C142 1.090
155 H -5.18578 7.76426 -0.66203  C142 1.090
156 H -6.25299 10.54031 0.66934  C144 1.090
157 H -6.92672 9.43686 -0.37350  C144 1.090
158 H -8.67448 10.43830 0.76000  C145 1.090
159 H -7.85082 10.18960 2.31703  C145 1.090
160 H -9.04889 8.17175 0.35968  C146 1.090
161 H -9.71499 8.68756 1.96757  C146 1.090
162 H -7.85689 8.53950 3.78978  C150 1.090
163 H -9.02370 7.21870 3.93953  C150 1.090
164 H -7.29231 7.01361 4.05437  C150 1.090
165 H -9.08757 5.94681 0.58816  C151 1.090
166 H -8.11980 5.04569 1.63105  C151 1.090
167 H -9.62626 5.81728 2.27490  C151 1.090
168 H -4.19926 9.35510 2.53935  C152 1.090
169 H -5.14770 8.04647 3.39172  C152 1.090
170 H -5.85973 9.62251 3.24125  C152 1.090
171 H -5.91146 6.24572 2.65358  O149 0.960
172 C 1.83537 0.91671 -15.09033  C173 1.596, H183 1.090, H184 1.090, H185 1.090
173 C 3.29985 1.16928 -14.50841  C172 1.596, C174 1.480, N178 1.475, C182 1.534
174 C 3.33112 0.57282 -13.15405  C173 1.480, C175 1.527, H186 1.090, H187 1.090
175 C 3.44408 -0.94840 -13.09037  C174 1.527, C176 1.516, H188 1.090, H189 1.090
176 C 4.60382 -1.46471 -13.91844  C175 1.516, C177 1.621, H190 1.090, H191 1.090
177 C 4.63578 -0.82880 -15.40952  C176 1.621, N178 1.491, C180 1.617, C181 1.641
178 N 4.33946 0.63273 -15.40631  C173 1.475, C177 1.491, O179 1.366
179 O 4.24349 1.19760 -16.64677  N178 1.366, H201 0.960
180 C 6.17196 -0.95519 -15.89876  C177 1.617, H192 1.090, H193 1.090, H194 1.090
181 C 3.64733 -1.68935 -16.39651  C177 1.641, H195 1.090, H196 1.090, H197 1.090
182 C 3.54344 2.67915 -14.38779  C173 1.534, H198 1.090, H199 1.090, H200 1.090
183 H 1.56537 -0.13800 -15.03760  C172 1.090
184 H 1.67450 1.28448 -16.10372  C172 1.090
185 H 1.07543 1.39719 -14.47410  C172 1.090
186 H 4.01701 1.07067 -12.46864  C174 1.090
187 H 2.32520 0.65161 -12.74172  C174 1.090
188 H 2.46432 -1.23498 -13.47253  C175 1.090
189 H 3.33553 -1.41656 -12.11203  C175 1.090
190 H 4.48767 -2.54312 -14.02633  C176 1.090
191 H 5.56329 -1.47321 -13.40127  C176 1.090
192 H 6.05098 -0.94140 -16.98194  C180 1.090
193 H 6.85366 -0.18675 -15.53422  C180 1.090
194 H 6.68172 -1.81779 -15.46960  C180 1.090
195 H 3.41340 -1.31114 -17.39166  C181 1.090
196 H 3.98415 -2.72338 -16.47038  C181 1.090
197 H 2.69273 -1.78806 -15.87971  C181 1.090
198 H 3.05573 3.15371 -13.53630  C182 1.090
199 H 3.12982 3.20875 -15.24601  C182 1.090
200 H 4.62336 2.82529 -14.36492  C182 1.090
201 H 5.12264 1.06395 -17.00849  O179 0.960
202 C 2.59032 2.79559 5.69301  C203 1.573, H213 1.090, H214 1.090, H215 1.090
203 C 1.69991 3.58781 6.71896  C202 1.573, C204 1.536, N208 1.485, C212 1.532
204 C 1.33556 2.67092 7.89556  C203 1.536, C205 1.589, H216 1.090, H217 1.090
205 C 0.69727 3.49799 9.09302  C204 1.589, C206 1.539, H218 1.090, H219 1.090
206 C 1.59037 4.68426 9.49847  C205 1.539, C207 1.563, H220 1.090, H221 1.090
207 C 2.03208 5.62154 8.32782  C206 1.563, N208 1.535, C210 1.556, C211 1.558
208 N 2.55218 4.69663 7.21858  C203 1.485, C207 1.535, O209 1.403
209 O 3.22729 5.36616 6.18625  N208 1.403, H231 0.960
210 C 0.81565 6.55038 8.04791  C207 1.556, H222 1.090, H223 1.090, H224 1.090
211 C 3.22826 6.50903 8.78605  C207 1.558, H225 1.090, H226 1.090, H227 1.090
212 C 0.47931 4.03347 5.90731  C203 1.532, H228 1.090, H229 1.090, H230 1.090
213 H 3.22728 2.13277 6.27870  C202 1.090
214 H 3.33651 3.27599 5.06014  C202 1.090
215 H 2.01352 2.14399 5.03666  C202 1.090
216 H 0.55038 1.96593 7.62245  C204 1.090
217 H 2.13909 2.12121 8.38572  C204 1.090
218 H 0.36839 2.90425 9.94591  C205 1.090
219 H -0.19446 4.06653 8.82905  C205 1.090
220 H 2.46700 4.22031 9.95055  C206 1.090
221 H 1.09950 5.24666 10.29273  C206 1.090
222 H 1.00568 7.43545 7.44074  C210 1.090
223 H 0.04525 6.04767 7.46322  C210 1.090
224 H 0.18043 6.82660 8.88952  C210 1.090
225 H 4.15656 5.94199 8.85550  C211 1.090
226 H 3.51735 7.26506 8.05603  C211 1.090
227 H 3.12059 7.15638 9.65636  C211 1.090
228 H -0.31185 4.43377 6.54130  C212 1.090
229 H 0.15108 3.18390 5.30848  C212 1.090
230 H 0.78116 4.86992 5.27697  C212 1.090
231 H 4.12371 5.09277 6.39430  O209 0.960